# 1
The following is a quantum chemistry calculation of a cluster of 2 separate species, C4H8O3 in total in a non-equilibrium geometry, from the OMol25 dataset.

strongest force on any atom	3.57	eV Å⁻¹
energy relative to the best compared isomer or geometry (same formula, charge and spin)	265.3	kJ/mol
SMILES	O=CCCC=O.O
LUMO energy	0.022	hartree
HOMO level	-0.375	Eh

ORCA input file:
```
! RIJCOSX wB97M-V def2-TZVPD def2/J DEFGRID3
* xyz 0 1
O -0.54 -1.33 -2.03
C -0.52 -1.09 -0.86
C 0.02 0.20 -0.33
C -1.10 0.90 0.35
C -0.96 1.35 1.72
O -1.58 0.90 2.64
H -0.58 -1.95 -0.19
H 0.79 -0.18 0.42
H 0.57 0.70 -1.20
H -2.00 0.21 0.32
H -1.47 1.76 -0.28
H -0.48 2.33 1.96
O 2.90 -0.99 -0.91
H 1.96 -0.94 -0.96
H 2.97 -1.87 -0.65
*
```



# 2
The following is a quantum chemistry calculation of a cluster of 11 separate species, C6H35NO11 in total in a non-equilibrium geometry, from the OMol25 dataset.

strongest force on any atom	2.94	eV Å⁻¹
energy relative to the best compared isomer or geometry (same formula, charge and spin)	119.1	kJ/mol
SMILES	C[C@@H](O)CCN(C)C.O.O.O.O.O.O.O.O.O.O
LUMO energy	0.003	hartree
HOMO level	-0.343	Eh

ORCA input file:
```
! RIJCOSX wB97M-V def2-TZVPD def2/J DEFGRID3
* xyz 0 1
C 0.48 2.49 1.35
C 1.02 1.09 1.55
O 0.65 0.61 2.83
C 0.48 0.09 0.54
C 0.92 0.38 -0.91
N 0.78 -0.88 -1.68
C -0.62 -1.10 -2.13
C 1.67 -0.90 -2.86
H 0.68 3.15 2.22
H 0.87 2.91 0.48
H -0.63 2.50 1.25
H 2.10 1.12 1.57
H -0.33 0.62 2.90
H 0.81 -1.02 0.78
H -0.63 0.02 0.60
H 0.30 1.15 -1.34
H 1.99 0.67 -0.89
H -0.63 -2.03 -2.62
H -1.02 -0.33 -2.84
H -1.30 -1.09 -1.29
H 1.41 -0.15 -3.59
H 1.63 -1.85 -3.34
H 2.70 -0.74 -2.50
O 3.00 -2.12 0.08
H 2.66 -2.09 1.01
H 2.18 -2.08 -0.52
O -1.67 2.56 -1.72
H -0.76 2.72 -2.01
H -2.18 2.40 -2.55
O -3.74 -0.78 -1.41
H -3.32 -0.09 -0.88
H -3.85 -1.55 -0.83
O 4.17 0.15 -0.80
H 3.76 -0.68 -0.47
H 5.07 -0.10 -0.93
O 0.79 2.98 -2.70
H 1.48 2.32 -2.51
H 1.25 3.84 -2.53
O -2.73 1.09 0.22
H -2.22 1.61 -0.39
H -3.56 1.61 0.34
O -0.61 -2.82 0.83
H -0.13 -2.53 0.00
H 0.01 -2.65 1.56
O -2.82 -1.39 1.31
H -2.02 -1.98 1.10
H -2.70 -0.63 0.71
O -2.02 0.67 2.81
H -2.20 1.03 1.90
H -2.35 -0.23 2.80
O 1.17 -2.00 2.69
H 1.19 -2.41 3.54
H 0.97 -0.99 2.78
*
```



# 3
The following is a quantum chemistry calculation of a structure of composition C21H15BrCoN3O6, from the OMol25 dataset.

strongest force on any atom	0.65	eV Å⁻¹
energy relative to the best compared isomer or geometry (same formula, charge and spin)	392.1	kJ/mol
⟨S²⟩	3.80
LUMO energy (alpha / beta)	-0.197 / -0.203	hartree
HOMO level (alpha / beta)	-0.379 / -0.403	Eh

ORCA input file:
```
! RIJCOSX wB97M-V def2-TZVPD def2/J DEFGRID3
* xyz 1 4
Co 1.71 1.52 1.35
O 3.37 -1.84 2.56
C 2.67 -0.73 2.42
O 2.93 0.08 1.42
C 1.64 -0.38 3.30
C 1.08 -0.99 4.44
C 0.07 -0.35 5.11
C -0.41 0.93 4.69
C 0.16 1.48 3.58
N 1.12 0.83 2.92
C -0.11 2.79 2.90
O -0.90 3.61 3.24
O 0.68 2.91 1.79
H 4.06 -1.87 1.88
H 1.46 -1.95 4.76
H -0.37 -0.81 5.98
H -1.17 1.46 5.23
C 3.27 3.25 -0.52
O 2.28 2.20 -0.40
C 1.63 1.75 -1.55
C 1.92 2.22 -2.81
C 1.23 1.68 -3.88
Br 1.64 2.28 -5.61
C 0.24 0.73 -3.70
C -0.06 0.28 -2.42
C 0.66 0.78 -1.35
O 0.46 0.33 -0.03
C -1.13 -0.72 -2.26
N -1.55 -1.46 -3.25
C -2.56 -2.24 -2.72
C -3.36 -3.20 -3.34
C -4.31 -3.84 -2.57
C -4.47 -3.54 -1.20
C -3.69 -2.59 -0.57
C -2.74 -1.95 -1.37
N -1.79 -0.99 -1.08
H 4.11 2.89 -1.11
H 3.59 3.49 0.49
H 2.81 4.13 -0.97
H 2.67 2.98 -2.97
H -0.31 0.32 -4.53
H 0.51 -0.64 -0.03
H -3.23 -3.43 -4.39
H -4.94 -4.59 -3.02
H -5.22 -4.07 -0.63
H -3.82 -2.36 0.48
H -1.78 -0.41 -0.26
*
```



# 4
The following is a quantum chemistry calculation of a structure of composition C25H21Br3FMoN6O8, from the OMol25 dataset.

strongest force on any atom	0.79	eV Å⁻¹
energy relative to the best compared isomer or geometry (same formula, charge and spin)	36.4	kJ/mol
LUMO energy (alpha / beta)	-0.153 / -0.159	hartree
HOMO level (alpha / beta)	-0.402 / -0.402	Eh

ORCA input file:
```
! RIJCOSX wB97M-V def2-TZVPD def2/J DEFGRID3
* xyz 1 1
Mo 0.46 0.25 0.62
C -3.15 -1.69 2.44
C -1.81 -1.15 2.08
N -1.45 -0.81 0.89
O -2.42 -0.94 -0.07
C -0.73 -0.94 3.06
C -0.72 -1.37 4.48
N 0.21 -0.37 2.43
O 1.45 0.03 2.48
H -3.59 -2.22 1.60
H -3.82 -0.87 2.71
H -3.08 -2.36 3.30
H -1.96 -0.73 -0.90
H -1.57 -0.95 5.02
H 0.20 -1.04 4.96
H -0.78 -2.46 4.56
C 3.98 0.27 -0.05
C 3.38 1.62 0.10
C 4.19 2.76 -0.06
C 3.67 4.02 0.09
C 2.33 4.17 0.48
C 1.69 5.41 0.73
Br 2.62 7.03 0.48
C 0.38 5.45 1.14
C -0.34 4.26 1.33
Br -2.14 4.35 1.87
C 0.23 3.04 1.07
O -0.42 1.88 1.25
C 1.57 3.00 0.63
N 2.09 1.74 0.39
H 5.06 0.32 0.13
H 3.83 -0.13 -1.05
H 3.55 -0.43 0.67
H 5.23 2.62 -0.32
H 4.29 4.89 -0.05
H -0.10 6.40 1.33
O 2.78 -4.64 -2.89
C 2.34 -3.63 -2.15
C 2.17 -2.33 -2.63
C 1.70 -1.37 -1.77
N 1.38 -1.58 -0.47
C 1.58 -2.84 -0.04
Br 1.22 -3.25 1.76
C 2.05 -3.87 -0.81
H 2.95 -4.38 -3.80
H 2.38 -2.07 -3.66
H 1.54 -0.37 -2.14
H 2.18 -4.86 -0.40
F 2.29 5.15 -2.73
C 0.96 5.03 -2.66
C 0.39 3.88 -2.30
N -0.98 3.72 -2.23
C -1.56 2.50 -1.70
C -0.77 1.28 -2.16
O -0.60 0.98 -3.31
O -0.28 0.53 -1.16
C -1.84 4.75 -2.58
O -3.05 4.63 -2.54
N -1.21 5.92 -2.95
C 0.15 6.20 -3.02
O 0.58 7.28 -3.33
H 1.00 3.01 -2.07
H -2.57 2.43 -2.10
H -1.62 2.53 -0.61
H -1.83 6.68 -3.20
*
```



# 5
The following is a quantum chemistry calculation of the molecule C4H13N3 in a non-equilibrium geometry, from the OMol25 dataset.

strongest force on any atom	1.74	eV Å⁻¹
energy relative to the best compared isomer or geometry (same formula, charge and spin)	111.9	kJ/mol
SMILES	NCCNCCN
LUMO energy	0.041	hartree
HOMO level	-0.305	Eh

ORCA input file:
```
! RIJCOSX wB97M-V def2-TZVPD def2/J DEFGRID3
* xyz 0 1
N -0.17 -2.36 -1.18
C -0.19 -1.24 -2.10
C -0.20 0.07 -1.35
N 0.70 0.14 -0.21
C 0.55 1.41 0.51
C 0.20 1.21 1.98
N -0.85 0.22 2.16
H 0.24 -3.24 -1.43
H -0.08 -2.10 -0.22
H 0.71 -1.26 -2.73
H -1.03 -1.33 -2.79
H -1.20 0.16 -0.91
H -0.08 0.93 -2.02
H 1.68 0.07 -0.47
H 1.35 2.13 0.31
H -0.31 1.96 0.13
H 1.02 1.07 2.66
H -0.22 2.16 2.35
H -1.61 0.61 2.69
H -0.51 -0.61 2.61
*
```



# 6
The following is a quantum chemistry calculation of the molecule C7H12, from the OMol25 dataset.

strongest force on any atom	0.97	eV Å⁻¹
energy relative to the best compared isomer or geometry (same formula, charge and spin)	145.6	kJ/mol
SMILES	CC[C@H]1C[C@H]2C[C@@H]12
LUMO energy	0.045	hartree
HOMO level	-0.351	Eh

ORCA input file:
```
! RIJCOSX wB97M-V def2-TZVPD def2/J DEFGRID3
* xyz 0 1
C 2.47 0.27 -0.70
C 1.10 -0.41 -0.75
C 0.26 -0.15 0.50
C -0.63 1.14 0.70
C -1.84 0.24 0.85
C -2.01 -0.54 -0.41
C -1.01 -1.00 0.62
H 2.99 0.23 -1.65
H 3.10 -0.20 0.06
H 2.34 1.32 -0.42
H 0.55 -0.04 -1.62
H 1.23 -1.48 -0.94
H 0.85 -0.10 1.42
H -0.65 1.86 -0.13
H -0.41 1.70 1.62
H -2.61 0.35 1.60
H -2.93 -1.11 -0.49
H -1.67 -0.10 -1.35
H -1.14 -1.98 1.09
*
```



# 7
The following is a quantum chemistry calculation of a structure of composition C13H24Cl2HoN3P in a non-equilibrium geometry, from the OMol25 dataset.

strongest force on any atom	2.84	eV Å⁻¹
energy relative to the best compared isomer or geometry (same formula, charge and spin)	0.0	kJ/mol
⟨S²⟩	6.01
LUMO energy (alpha / beta)	0.102 / 0.102	hartree
HOMO level (alpha / beta)	-0.075 / -0.078	Eh

ORCA input file:
```
! RIJCOSX wB97M-V def2-TZVPD def2/J DEFGRID3
* xyz -1 5
Ho -1.70 -1.07 -1.05
Cl 0.21 -1.52 -2.66
Cl -3.18 -0.65 0.96
C -2.73 0.35 -2.29
H -3.64 0.95 -2.14
H -2.24 0.71 -3.22
C 0.49 -2.86 1.41
C -0.43 -3.14 0.54
H 0.34 -2.06 2.15
C -0.28 -4.23 -0.50
H -1.47 -2.72 0.63
C 0.94 -5.15 -0.28
H -1.20 -4.85 -0.54
H -0.15 -3.79 -1.50
C 2.13 -4.36 0.27
H 0.65 -5.92 0.45
H 1.22 -5.65 -1.22
C 1.72 -3.70 1.59
H 2.98 -5.03 0.45
H 2.43 -3.61 -0.47
H 1.51 -4.52 2.30
H 2.56 -3.13 2.00
C -0.09 4.44 -0.73
N -1.21 3.92 0.10
C -0.75 3.70 1.49
N 0.46 2.84 1.56
C 1.52 3.43 0.72
N 1.11 3.58 -0.69
C 0.87 2.28 -1.34
P -0.52 1.34 -0.53
C -1.79 2.70 -0.48
C 0.18 1.45 1.20
H 0.20 5.43 -0.33
H -0.43 4.54 -1.77
H -1.56 3.22 2.05
H -0.50 4.67 1.93
H 2.41 2.79 0.77
H 1.75 4.43 1.11
H 0.63 2.43 -2.40
H 1.78 1.66 -1.28
H -2.63 2.35 0.13
H -2.14 2.87 -1.50
H 1.11 0.86 1.23
H -0.54 1.01 1.90
*
```



# 8
The following is a quantum chemistry calculation of a cluster of 12 separate species, C42H93Cl2O28P3 in total in a non-equilibrium geometry, from the OMol25 dataset.

strongest force on any atom	4.62	eV Å⁻¹
energy relative to the best compared isomer or geometry (same formula, charge and spin)	15.0	kJ/mol
SMILES	COP(=O)(OC)OC.COP(=O)(OC)OC.COP(=O)(OC)OC.CCOC(C)=O.CCOC(C)=O.CCOC(C)=O.CCOC(C)=O.CCOC(C)=O.CCOC(C)=O.CCOC(C)=O.CCOC(C)=O.ClCCl
LUMO energy	0.003	hartree
HOMO level	-0.372	Eh

ORCA input file:
```
! RIJCOSX wB97M-V def2-TZVPD def2/J DEFGRID3
* xyz 0 1
C -4.42 3.11 -24.17
O -4.67 4.35 -23.53
P -3.46 5.44 -23.60
O -3.05 5.73 -24.98
O -4.05 6.76 -22.82
C -4.61 6.70 -21.52
O -2.33 4.87 -22.55
C -1.15 5.58 -22.15
H -5.27 2.43 -24.16
H -3.62 2.52 -23.71
H -4.13 3.30 -25.20
H -5.61 7.13 -21.46
H -3.91 7.02 -20.75
H -4.86 5.72 -21.11
H -0.31 4.91 -22.34
H -1.15 5.78 -21.08
H -0.97 6.45 -22.78
C 5.59 8.85 -20.87
O 5.88 8.74 -19.47
P 6.82 7.60 -18.82
O 7.78 6.92 -19.74
O 7.45 8.41 -17.56
C 8.64 7.95 -16.99
O 5.73 6.70 -17.99
C 5.26 5.42 -18.42
H 5.87 9.85 -21.21
H 4.52 8.74 -21.08
H 6.15 8.07 -21.38
H 8.52 7.98 -15.91
H 9.50 8.54 -17.28
H 8.95 6.93 -17.23
H 4.23 5.40 -18.78
H 5.16 4.68 -17.63
H 5.96 4.96 -19.12
C 17.93 7.28 -19.84
O 17.23 7.02 -18.63
P 16.30 8.17 -17.96
O 17.02 9.40 -17.57
O 15.08 8.43 -18.98
C 14.47 7.46 -19.74
O 15.55 7.39 -16.73
C 16.20 7.01 -15.63
H 18.99 7.14 -19.65
H 17.73 8.31 -20.15
H 17.68 6.53 -20.59
H 14.53 6.45 -19.35
H 14.77 7.51 -20.79
H 13.41 7.73 -19.76
H 17.29 7.00 -15.70
H 16.01 6.00 -15.29
H 15.99 7.67 -14.79
C 9.27 19.15 -17.40
C 7.81 18.62 -17.27
O 7.68 17.39 -18.06
C 6.64 16.58 -17.86
C 6.61 15.47 -18.90
O 5.72 16.73 -17.07
H 9.91 18.28 -17.30
H 9.56 20.00 -16.78
H 9.28 19.43 -18.45
H 7.52 18.41 -16.24
H 7.07 19.28 -17.72
H 7.14 15.78 -19.80
H 5.59 15.24 -19.20
H 7.06 14.52 -18.59
C 4.46 14.59 -27.34
C 2.94 14.56 -27.21
O 2.41 13.47 -27.94
C 2.08 12.32 -27.35
C 1.72 11.28 -28.35
O 2.05 12.10 -26.11
H 4.82 15.42 -26.74
H 4.67 14.78 -28.39
H 4.95 13.70 -26.97
H 2.52 14.49 -26.21
H 2.47 15.49 -27.56
H 2.64 10.89 -28.80
H 1.11 11.69 -29.16
H 1.20 10.42 -27.94
C -0.18 13.57 -20.47
C -0.61 12.25 -20.00
O 0.11 12.24 -18.80
C -0.13 11.34 -17.86
C 0.50 11.79 -16.54
O -0.71 10.28 -17.98
H -0.56 14.34 -19.81
H -0.70 13.80 -21.40
H 0.90 13.68 -20.54
H -1.70 12.24 -19.89
H -0.38 11.42 -20.66
H 1.44 11.26 -16.42
H -0.11 11.60 -15.65
H 0.69 12.86 -16.48
C -2.71 0.04 -18.01
C -1.54 0.99 -17.80
O -1.90 2.01 -16.90
C -1.03 2.50 -16.06
C -1.56 3.66 -15.25
O 0.09 2.03 -15.86
H -2.55 -0.60 -18.89
H -3.64 0.60 -18.12
H -2.97 -0.64 -17.20
H -0.75 0.39 -17.35
H -1.17 1.41 -18.73
H -2.59 3.83 -15.57
H -0.99 4.56 -15.50
H -1.64 3.56 -14.17
C 2.87 4.61 -29.58
C 3.40 4.62 -28.08
O 4.47 3.81 -27.74
C 4.94 3.68 -26.48
C 6.00 2.58 -26.31
O 4.49 4.18 -25.45
H 2.43 3.65 -29.84
H 3.71 4.79 -30.26
H 2.09 5.36 -29.67
H 3.65 5.64 -27.77
H 2.53 4.41 -27.46
H 5.53 1.63 -26.02
H 6.86 2.83 -25.69
H 6.48 2.41 -27.27
C 5.00 -3.99 -17.41
C 4.41 -2.60 -17.54
O 4.45 -1.81 -16.34
C 5.46 -1.01 -16.03
C 5.32 -0.38 -14.66
O 6.41 -0.79 -16.79
H 6.07 -4.05 -17.24
H 4.85 -4.48 -18.38
H 4.51 -4.61 -16.66
H 4.74 -2.06 -18.43
H 3.37 -2.70 -17.83
H 4.61 -0.98 -14.09
H 4.75 0.53 -14.85
H 6.25 -0.18 -14.13
C 6.78 6.58 -11.26
C 5.46 7.41 -11.53
O 5.77 8.54 -12.30
C 5.81 9.81 -11.80
C 6.46 10.78 -12.79
O 5.40 10.20 -10.66
H 7.26 6.35 -12.21
H 6.49 5.62 -10.83
H 7.36 7.13 -10.52
H 4.77 6.83 -12.15
H 4.87 7.54 -10.63
H 6.21 11.83 -12.67
H 6.07 10.48 -13.77
H 7.55 10.71 -12.81
C 11.25 14.16 -23.13
C 12.74 13.96 -22.69
O 12.86 14.21 -21.31
C 14.05 14.33 -20.66
C 13.90 14.55 -19.17
O 15.13 14.36 -21.20
H 10.69 13.30 -22.77
H 11.20 14.17 -24.22
H 10.65 15.04 -22.87
H 12.96 12.92 -22.93
H 13.47 14.50 -23.29
H 14.74 15.13 -18.79
H 13.73 13.59 -18.69
H 13.02 15.14 -18.89
Cl 10.32 6.05 -26.67
C 9.68 7.35 -25.57
Cl 9.27 8.86 -26.42
H 8.75 6.89 -25.22
H 10.36 7.62 -24.76
*
```



# 9
The following is a quantum chemistry calculation of the molecule C6H6, from the OMol25 dataset.

strongest force on any atom	0.64	eV Å⁻¹
energy relative to the best compared isomer or geometry (same formula, charge and spin)	353.4	kJ/mol
SMILES	C#CCC#CC
LUMO energy	0.036	hartree
HOMO level	-0.353	Eh

ORCA input file:
```
! RIJCOSX wB97M-V def2-TZVPD def2/J DEFGRID3
* xyz 0 1
C 2.95 0.79 -0.24
C 2.17 -0.11 -0.35
C 1.16 -1.17 -0.46
C -0.20 -0.60 -0.43
C -1.25 -0.05 -0.26
C -2.49 0.67 0.04
H 3.64 1.60 -0.13
H 1.33 -1.77 -1.37
H 1.26 -1.86 0.38
H -2.99 0.21 0.91
H -2.27 1.71 0.29
H -3.20 0.66 -0.80
*
```



# 10
The following is a quantum chemistry calculation of the molecule C2H3N3S in a non-equilibrium geometry, from the OMol25 dataset.

strongest force on any atom	6.52	eV Å⁻¹
energy relative to the best compared isomer or geometry (same formula, charge and spin)	242.5	kJ/mol
SMILES	C1=NNC=NS1
LUMO energy	0.027	hartree
HOMO level	-0.310	Eh

ORCA input file:
```
! RIJCOSX wB97M-V def2-TZVPD def2/J DEFGRID3
* xyz 0 1
C -1.23 1.00 0.13
N 0.03 1.24 -0.01
N 0.80 0.25 -0.52
C 0.76 -1.12 0.02
N -0.34 -1.59 0.11
S -1.68 -0.63 -0.30
H -1.87 1.69 0.59
H 1.69 0.55 -0.57
H 1.83 -1.39 0.54
*
```



# 11
The following is a quantum chemistry calculation of a structure of composition C4H2O2Y in a non-equilibrium geometry, from the OMol25 dataset.

strongest force on any atom	3.13	eV Å⁻¹
LUMO energy	-0.230	hartree
HOMO level	-0.434	Eh

ORCA input file:
```
! RIJCOSX wB97M-V def2-TZVPD def2/J DEFGRID3
* xyz 1 1
O -1.42 1.36 -0.16
H -2.29 0.95 -0.04
C -0.68 -2.18 -0.04
C -0.71 -0.96 0.21
C -0.42 0.45 0.14
C 0.90 0.79 0.06
O 1.88 -0.08 -0.03
Y 1.58 -2.17 -0.11
H 1.16 1.85 -0.03
*
```



| no. | DFT total energy (Eh) |
| --- | --- |
| 1 | -382.863775 |
| 2 | -1132.006330 |
| 3 | -5381.521727 |
| 4 | -9785.701848 |
| 5 | -324.432313 |
| 6 | -273.853089 |
| 7 | -2883.870326 |
| 8 | -5707.451170 |
| 9 | -232.091737 |
| 10 | -640.367356 |
| 11 | -342.058141 |